1.
Computed, not measured: a structure of composition C49H56Cl3FN5OSi2Tl, with ωB97M-V with the def2-TZVPD basis set.

## Properties
Net charge: -2
Multiplicity: 1
Highest occupied orbital energy (eV): -0.9
ΔE to the lowest compared entry with this formula, charge and spin (kcal/mol): 12.4
Maximum force (eV Å⁻¹): 0.940

```
118
Properties=species:S:1:pos:R:3:forces:R:3:lowdin_charge:R:1
Tl 0.670 -1.843 -0.853 0.5947 -0.7093 -0.1614 0.73
Cl -0.315 -3.295 -4.241 0.0495 0.1102 0.0347 0.17
Cl 2.276 -1.204 -4.177 -0.1331 0.0002 -0.0054 0.13
Cl -0.728 -0.155 -4.948 0.1025 -0.0377 0.2700 0.17
Si 0.234 -1.403 -3.523 0.0168 -0.0383 0.0002 -0.57
Si 3.629 0.179 -0.140 -0.0319 0.0877 -0.0653 0.59
F -2.253 -2.247 -0.751 -0.1542 0.3886 -0.0809 -0.04
O -0.313 -1.222 6.573 -0.0052 0.0100 0.0054 0.05
N -2.952 0.432 -0.617 0.0092 0.0875 -0.2215 0.08
N 0.012 -1.619 1.601 -0.1757 0.3355 -0.1287 0.03
N 1.187 1.562 -0.701 -0.0427 -0.1053 0.0165 -0.20
N -1.925 -2.731 6.144 0.0382 -0.0275 0.0262 0.16
N 0.347 -3.860 -0.242 -0.2589 0.1283 0.0062 -0.12
C -3.530 1.845 2.013 0.0180 0.0041 0.0087 -0.36
C 2.630 1.580 -0.940 -0.0250 0.0552 0.0217 -0.23
C 3.901 0.486 1.708 -0.0388 -0.0257 0.0107 -0.26
C -2.588 2.655 -4.181 0.0197 0.0117 0.0053 -0.10
C -2.720 0.571 2.236 -0.0059 -0.0227 0.0339 -0.08
C -3.503 2.477 -1.817 0.0164 0.0122 -0.0046 -0.15
C 0.000 3.471 -1.853 0.0676 0.0299 0.0343 -0.17
C -3.570 -1.878 -0.675 -0.0015 -0.3939 0.0575 -0.21
C 1.021 4.285 -1.064 -0.0143 -0.0080 0.0086 -0.20
C 6.693 0.294 -2.956 0.0040 0.0174 0.0052 -0.10
C -3.902 -0.497 -0.612 0.0285 0.0458 -0.0010 -0.29
C -3.344 1.765 -0.595 0.0022 -0.0902 -0.0177 -0.21
C 7.830 0.611 -2.224 0.0060 -0.0164 -0.0035 -0.12
C 7.728 0.815 -0.856 0.0005 0.0133 -0.0019 -0.11
C -5.311 -0.277 -0.522 0.0143 0.0399 -0.0441 -0.07
C 4.086 1.984 3.614 0.0092 0.0012 -0.0010 -0.09
C 0.788 2.296 0.489 0.0416 0.0159 0.0166 -0.18
C -3.284 1.773 -3.145 -0.0315 0.0038 0.0172 -0.38
C -1.298 -2.581 3.331 0.0574 0.0253 0.0208 0.01
C 5.465 0.185 -2.320 0.0013 -0.0186 0.0021 -0.09
C -5.850 -2.637 -0.585 -0.0209 0.0404 0.0085 -0.15
C 2.826 -5.754 -2.285 0.0064 -0.0070 -0.0119 -0.15
C 2.695 -7.030 -1.741 0.0249 0.0055 -0.0124 -0.18
C 5.337 0.388 -0.941 0.0238 -0.0145 0.0135 -0.22
C 3.882 1.770 2.257 -0.0032 0.0017 -0.0067 -0.11
C 1.096 -4.808 -0.796 0.0352 0.0962 0.1242 -0.50
C -4.597 1.245 -3.732 0.0303 0.0146 0.0174 -0.05
C -3.538 2.465 0.617 -0.0728 0.0473 0.0519 -0.14
C 4.322 0.906 4.457 -0.0044 0.0003 -0.0028 -0.10
C 2.909 -1.453 -0.480 -0.4100 0.0172 -0.0986 -0.33
C -0.943 -2.458 1.997 0.0118 -0.0622 -0.0050 -0.12
C 1.749 -7.193 -0.723 -0.0457 0.0108 0.0126 -0.17
C -3.874 3.815 -1.800 0.0632 0.0077 0.0283 -0.07
C 0.977 -6.147 -0.272 0.0470 -0.0537 -0.0436 -0.09
C 2.072 -4.686 -1.840 -0.0491 -0.0187 -0.0530 -0.12
C -4.969 1.604 2.490 -0.0393 0.0191 0.0061 -0.07
C -0.628 -1.825 4.286 -0.0376 -0.0307 0.0110 -0.14
C 1.058 3.815 0.396 0.0121 -0.0196 -0.0191 -0.17
C 6.493 0.703 -0.226 -0.0036 0.0314 -0.0046 -0.09
C 0.334 1.961 -1.830 0.0257 0.0132 0.0143 -0.19
C -4.479 -2.902 -0.669 -0.0129 0.0003 0.0108 -0.05
C -3.860 3.822 0.581 -0.0169 -0.0212 0.0067 -0.08
C -6.239 -1.306 -0.512 0.0042 -0.0429 -0.0112 -0.15
C 0.372 -0.963 3.864 0.0302 -0.0020 -0.0058 0.01
C -0.921 -1.892 5.759 -0.0112 0.0035 -0.0271 -0.49
C 4.153 -0.581 2.575 -0.0060 0.0092 0.0026 -0.10
C 4.360 -0.379 3.933 -0.0084 -0.0036 0.0137 -0.09
C -4.046 4.503 -0.607 0.0156 0.0016 -0.0109 -0.11
C 0.650 -0.890 2.509 -0.0162 0.0039 0.0181 -0.10
H -2.356 2.067 -5.070 -0.0210 0.0284 0.0063 0.03
H -3.103 2.618 2.665 0.0101 -0.0167 -0.0051 0.12
H 2.806 1.443 -2.013 -0.0067 -0.0226 -0.0049 0.08
H -0.990 3.630 -1.417 -0.0378 0.0184 -0.0034 0.10
H -3.992 4.345 1.525 0.0007 0.0043 -0.0008 0.10
H 0.916 -0.366 4.582 0.0012 0.0034 -0.0061 0.12
H 8.792 0.689 -2.717 -0.0018 0.0099 -0.0022 0.09
H -4.973 1.281 3.536 0.0007 -0.0079 0.0019 0.07
H -0.281 2.132 0.619 -0.1331 -0.0663 0.0302 0.11
H 0.288 4.337 0.972 0.0141 -0.0054 0.0097 0.11
H -2.574 0.426 3.311 -0.0188 -0.0078 0.0168 0.08
H 2.019 4.072 0.851 -0.0063 0.0133 -0.0026 0.08
H 3.690 2.623 1.615 -0.0002 0.0022 -0.0005 0.09
H -2.304 -3.418 5.520 -0.0156 0.0191 -0.0136 0.08
H 4.533 -1.226 4.585 0.0060 0.0005 -0.0015 0.10
H -4.013 4.340 -2.738 0.0100 0.0065 -0.0043 0.10
H -5.575 2.508 2.405 -0.0015 0.0041 0.0075 0.07
H -4.315 5.553 -0.607 0.0083 0.0028 -0.0016 0.08
H 8.611 1.060 -0.276 0.0008 -0.0057 0.0011 0.09
H 0.245 -6.301 0.514 -0.0020 0.0056 0.0021 0.08
H -3.238 -0.301 1.837 0.0071 -0.0110 0.0385 0.07
H 6.431 0.863 0.845 0.0034 -0.0079 0.0013 0.09
H -5.087 0.549 -3.054 -0.0304 -0.0391 0.0650 0.06
H 3.090 2.552 -0.696 0.0666 -0.0166 -0.0517 0.08
H -5.285 2.075 -3.929 0.0037 -0.0070 -0.0054 0.08
H -1.654 3.066 -3.795 -0.1218 -0.0525 -0.0793 0.05
H 3.290 -7.861 -2.099 0.0031 0.0000 0.0028 0.06
H -3.223 3.490 -4.492 -0.0103 0.0006 -0.0082 0.07
H 0.833 1.656 -2.753 0.0130 0.0272 0.0113 0.10
H 4.169 -1.592 2.182 -0.0086 -0.0011 0.0003 0.10
H 6.763 0.125 -4.024 -0.0016 -0.0016 -0.0007 0.10
H 2.007 4.173 -1.521 -0.0071 0.0093 -0.0062 0.10
H 4.052 2.990 4.016 -0.0042 0.0002 -0.0027 0.10
H 1.609 -8.174 -0.274 -0.0012 -0.0023 -0.0037 0.08
H 3.537 -5.582 -3.089 0.0065 0.0017 0.0030 0.09
H 1.427 -0.236 2.135 0.0004 0.0154 0.0093 0.09
H 3.031 -2.252 0.252 0.1915 0.0677 0.0373 0.00
H -5.658 0.749 -0.477 0.0063 0.0034 -0.0094 0.10
H -1.750 0.607 1.754 0.1511 0.0481 -0.0600 0.06
H -1.395 -3.056 1.219 -0.0013 -0.0002 -0.0047 0.08
H -7.294 -1.056 -0.449 -0.0017 0.0033 -0.0004 0.08
H -6.572 -3.442 -0.585 0.0016 -0.0022 0.0017 0.07
H -2.039 -2.867 7.133 -0.0085 0.0036 -0.0010 0.10
H -0.597 1.388 -1.766 -0.0228 -0.0093 0.0042 0.09
H 4.466 1.066 5.519 0.0028 0.0005 -0.0009 0.09
H 3.232 -1.825 -1.456 0.1706 -0.0047 0.0634 -0.04
H 2.206 -3.718 -2.315 0.0082 -0.0130 -0.0294 0.03
H 4.593 -0.084 -2.908 0.0013 0.0027 0.0071 0.06
H -2.646 0.910 -2.938 -0.0007 0.0115 0.0088 0.09
H -5.435 0.821 1.889 0.0137 0.0255 0.0344 0.06
H 0.773 5.349 -1.112 0.0044 -0.0022 0.0017 0.10
H -0.052 3.828 -2.884 0.0381 -0.0008 0.0536 0.09
H -4.406 0.726 -4.675 -0.0063 0.0005 0.0011 0.07
H -4.096 -3.913 -0.738 0.0037 0.0000 0.0003 0.11
H 1.290 1.881 1.366 -0.0160 -0.0232 0.0143 0.09
H -2.093 -3.270 3.579 -0.0135 0.0095 -0.0168 0.11
```
Positions in Å, forces in eV/Å.


2.
Computed, not measured: a structure of composition C49H57Cl2Ge2MnN2O4 in a non-equilibrium geometry, with ωB97M-V with the def2-TZVPD basis set.

## Properties
Net charge: +1
Multiplicity: 6
Highest occupied orbital energy (alpha / beta) (eV): -9.6 / -9.7
⟨S²⟩: 9.224
ΔE to the lowest compared entry with this formula, charge and spin (kcal/mol): 75.1
Maximum force (eV Å⁻¹): 1.011

```
117
Properties=species:S:1:pos:R:3:forces:R:3:lowdin_spin:R:1
Ge 3.872 3.191 -0.602 -0.0367 -0.1379 -0.0747 -0.04
Ge 1.911 2.451 0.649 0.3938 0.4400 0.5233 -0.22
Mn 0.774 0.542 -0.507 -0.0104 -0.3768 -0.4503 4.22
Cl -5.426 -2.122 1.697 0.0541 0.0779 0.0114 0.00
Cl -2.148 -6.418 1.335 0.0004 0.0130 -0.0078 0.01
O 2.692 -0.235 -0.568 -0.0748 0.7743 -0.6458 0.01
O -0.694 1.569 -0.902 -0.1637 0.4001 0.0065 0.07
O -0.813 -2.744 0.688 -0.7270 0.1467 -0.0911 0.01
O 0.045 -1.320 -0.798 -0.1533 -0.1488 0.0579 0.06
N 2.815 -2.335 0.867 0.0752 -0.4516 0.2118 0.00
N -3.198 -3.866 0.443 0.2932 0.1949 0.2329 0.27
C -4.032 -6.122 3.237 -0.0053 0.0156 -0.0111 0.00
C 2.526 1.564 2.299 -0.0808 -0.0590 0.0047 -0.05
C -4.316 1.145 -2.856 0.0027 -0.0576 -0.0128 0.01
C 5.387 2.090 -0.039 0.0519 -0.0354 -0.0031 -0.01
C 3.435 0.341 4.654 0.0060 -0.0033 -0.0044 0.00
C -0.621 6.236 1.944 0.0036 -0.0106 0.0006 -0.02
C 3.664 2.978 -2.538 -0.0412 -0.0154 -0.0353 0.00
C 1.807 -3.053 1.357 0.1288 0.1264 0.2452 0.00
C -5.516 -4.230 3.349 -0.0075 0.0222 0.0118 0.00
C -3.056 1.279 -0.784 0.0127 -0.0573 -0.0786 0.01
C 3.849 -2.970 0.301 0.0868 -0.1189 -0.0531 0.00
C -3.391 -2.459 -2.869 -0.0527 0.0981 -0.0728 -0.01
C 0.482 0.799 -3.714 -0.0324 -0.0462 0.0680 0.01
C -0.674 -2.302 -0.463 0.2894 -0.1622 -0.1427 0.02
C 2.464 -0.276 3.882 0.0107 0.0547 -0.0101 0.00
C -3.106 1.440 0.725 -0.0142 -0.0769 -0.0332 0.00
C -3.446 -5.578 2.111 -0.0250 -0.0296 0.0035 0.02
C -5.622 -3.134 -2.159 0.0168 0.0226 -0.0129 0.01
C -0.215 3.204 -3.585 0.0077 -0.0233 0.0225 0.00
C -5.110 -3.624 -0.996 0.0263 -0.0022 0.0168 0.13
C 3.946 1.573 4.263 0.0021 -0.0120 0.0132 0.00
C -0.699 1.766 -3.808 -0.0560 0.0866 0.0469 0.00
C -3.144 1.323 -3.573 0.0005 -0.0881 -0.0573 0.00
C 4.519 -1.471 -1.619 0.0659 0.0714 -0.1133 0.00
C -4.770 -2.512 -3.085 0.0056 0.0302 -0.0221 0.22
C 4.169 5.071 -0.173 0.0419 0.0545 -0.0100 -0.02
C 3.496 2.175 3.097 0.0285 0.0013 -0.0235 -0.01
C -1.326 -3.076 -1.617 -0.1203 0.0094 -0.0188 0.02
C 0.877 4.001 1.197 -0.1509 -0.0791 -0.0455 -0.03
C -4.917 -3.685 2.225 -0.0137 0.0114 0.0477 0.02
C -2.337 0.384 1.516 0.0773 0.0094 0.0200 0.00
C -1.869 1.406 -1.532 0.1152 -0.0482 -0.0473 0.01
C -5.077 -5.445 3.847 0.0001 -0.0151 0.0015 0.02
C 3.896 -4.354 0.204 0.0331 0.0569 0.0428 0.00
C -3.889 -4.367 1.572 0.0346 -0.1042 -0.0884 0.02
C 2.014 0.339 2.720 -0.0519 -0.0311 0.0182 0.00
C -0.262 6.054 0.614 0.0007 -0.0189 0.0043 0.00
C 1.780 -4.438 1.312 0.0873 -0.0409 -0.0091 0.00
C -0.231 5.308 2.899 -0.0073 0.0039 -0.0021 0.00
C -1.911 1.452 -2.941 -0.0031 -0.0745 0.0377 0.00
C 3.063 -1.060 -1.703 -0.1109 0.2768 0.0048 0.00
C 2.847 -5.098 0.724 -0.0721 0.0182 0.0221 0.00
C -4.256 1.127 -1.472 -0.0131 0.0948 0.0279 0.00
C 0.508 4.194 2.527 -0.0006 0.0282 0.0117 -0.02
C 4.911 -2.072 -0.264 0.1249 -0.0500 0.0996 0.00
C 0.483 4.944 0.247 -0.0285 0.0241 -0.0601 -0.02
C -2.692 2.847 1.153 0.0094 0.0842 -0.0044 0.00
C -2.823 -2.964 -1.728 -0.0716 -0.0126 0.0733 0.14
C -3.716 -3.483 -0.717 -0.0165 -0.1389 -0.1526 0.10
H 1.119 1.044 -2.859 0.0545 0.0364 0.1041 0.01
H 3.789 -0.130 5.562 0.0014 0.0061 -0.0043 0.00
H -2.172 -3.642 0.603 -0.1032 0.0177 -0.0390 0.00
H -1.619 2.987 1.043 0.0584 0.0215 -0.0198 0.00
H -5.742 -4.114 -0.268 0.0123 0.0080 -0.0255 0.00
H -5.268 1.071 -3.366 0.0113 -0.0163 -0.0031 0.00
H -1.264 0.449 1.336 0.0520 0.0555 0.0087 0.00
H 0.152 3.322 -2.563 -0.0201 -0.0128 -0.0126 0.00
H 3.251 1.999 -2.789 0.0377 0.0252 0.0037 0.00
H 1.228 -0.161 2.154 0.0160 0.0333 -0.0291 0.00
H -4.161 1.322 0.992 -0.0282 -0.0219 0.0060 0.00
H 5.074 -1.260 0.449 0.0034 -0.0097 0.0301 0.00
H 0.172 -0.244 -3.631 -0.0344 -0.0268 -0.0089 0.00
H -3.180 1.387 -4.657 -0.0092 -0.0032 0.0313 0.00
H 5.856 -2.609 -0.352 -0.0112 0.0094 -0.0449 0.00
H -3.672 -7.065 3.622 -0.0075 0.0031 0.0008 0.00
H -2.649 -0.628 1.263 -0.0747 -0.1010 -0.0346 0.00
H -1.024 3.918 -3.738 -0.0052 -0.0026 -0.0064 0.00
H 5.105 5.404 -0.623 -0.0116 0.0199 0.0114 0.00
H -5.174 1.055 -0.898 0.0058 -0.0332 -0.0013 0.00
H 2.053 -1.231 4.185 -0.0042 -0.0001 -0.0050 0.00
H 5.213 1.055 -0.334 0.0116 0.0361 0.0267 0.00
H 2.798 -0.817 0.234 -0.1058 -0.5075 0.4122 0.00
H -2.752 -2.031 -3.630 -0.0111 0.0246 -0.0035 0.00
H 0.797 3.472 3.283 0.0089 -0.0101 -0.0138 0.00
H -3.189 3.609 0.551 -0.0396 -0.0328 0.0192 0.00
H 6.296 2.447 -0.526 0.0021 -0.0141 0.0114 0.00
H 3.355 5.683 -0.562 0.0045 0.0098 0.0112 0.00
H 5.532 2.116 1.040 0.0004 0.0155 -0.0003 0.00
H -1.063 1.697 -4.838 0.0102 0.0299 0.0079 0.00
H 3.903 3.141 2.814 -0.0019 -0.0074 -0.0053 0.00
H 5.150 -0.600 -1.806 -0.0016 -0.0188 -0.0444 0.00
H -6.679 -3.222 -2.369 0.0085 0.0037 -0.0001 0.00
H -2.953 3.017 2.200 0.0263 -0.0028 0.0072 0.00
H 4.697 2.064 4.868 -0.0059 0.0012 -0.0052 0.00
H -5.179 -2.104 -4.000 0.0064 0.0158 0.0075 0.01
H 0.596 3.450 -4.275 -0.0102 -0.0106 -0.0016 0.00
H 4.639 3.070 -3.019 -0.0131 0.0164 -0.0123 0.00
H 4.708 -2.173 -2.435 -0.0297 -0.0686 0.0517 0.00
H 2.904 -0.450 -2.591 -0.0618 -0.0234 -0.0247 0.00
H 4.744 -4.835 -0.264 -0.0001 0.0141 0.0162 0.00
H 2.864 -6.179 0.668 0.0038 0.0018 0.0030 0.00
H 2.381 -1.910 -1.741 0.0674 -0.0789 -0.0180 0.00
H -6.311 -3.683 3.835 0.0053 -0.0062 0.0009 0.00
H -0.891 -2.748 -2.557 0.0127 0.0314 0.0194 0.00
H 0.752 4.811 -0.798 -0.0048 -0.0056 0.0439 0.00
H -2.493 0.532 2.587 -0.0047 -0.0256 -0.0137 0.00
H -0.508 5.449 3.937 -0.0023 0.0037 -0.0065 0.00
H -5.547 -5.864 4.725 0.0050 0.0058 -0.0008 0.00
H -1.201 7.102 2.234 0.0027 -0.0039 -0.0003 0.00
H 4.225 5.228 0.905 0.0037 -0.0050 -0.0048 0.00
H 1.124 0.904 -4.591 -0.0115 -0.0290 -0.0001 0.00
H -1.067 -4.130 -1.471 0.0064 0.0053 0.0134 0.01
H -0.564 6.775 -0.135 -0.0023 -0.0013 0.0084 0.00
H 0.976 -2.499 1.778 0.2499 -0.0936 0.0481 0.00
H 0.940 -4.976 1.728 -0.0075 0.0201 -0.0114 0.00
H 3.003 3.742 -2.950 -0.0103 -0.0204 0.0028 0.00
```
Positions in Å, forces in eV/Å.


We obtain energy values of -4481.89027 -8536.93957 Eh for the records listed above, in that order.